# 1
Computed, not measured: a structure of composition C17H38AlClN3O3S2, with the ωB97M-V functional and the def2-TZVPD basis.

Atoms and positions in Å:
N 4.690389 1.687988 2.924193
Al 2.973539 1.777753 2.144776
C 2.572037 0.116468 1.050006
C 3.411341 -0.147887 -0.213944
C 4.925047 -0.066496 0.011884
Cl 5.718815 1.196432 -1.008247
C 2.859700 3.460394 1.027472
C 1.675943 3.494944 0.055710
C 0.355283 3.048057 0.694867
S -0.567681 4.499108 1.324173
C -1.612432 3.623163 2.486511
S -1.268468 3.582896 4.059866
N -2.684485 2.897591 1.874052
C -2.373362 1.460102 1.895605
C -3.398375 0.743230 1.055766
O -4.687754 0.861767 1.635385
C -5.046390 2.221251 1.817540
C -3.984845 3.070890 2.517194
H 4.819595 0.871899 3.515970
H 4.848829 2.493180 3.522865
H 1.823869 1.834355 3.332233
H 1.517129 0.170274 0.734293
H 2.631849 -0.756966 1.716656
H 3.127739 0.550523 -1.005742
H 3.192468 -1.149046 -0.615998
H 5.433717 -0.991745 -0.253734
H 5.169626 0.203956 1.038171
H 3.787127 3.568717 0.450450
H 2.814466 4.333038 1.693434
H 1.514778 4.500397 -0.364268
H 1.875879 2.855405 -0.811029
H -0.290867 2.547734 -0.031766
H 0.529475 2.372481 1.534661
H -1.374038 1.288853 1.497447
H -2.429889 1.093968 2.932345
H -3.388954 1.161034 0.039644
H -3.123946 -0.308587 1.003025
H -5.935902 2.215879 2.451757
H -5.323117 2.676646 0.855946
H -3.949707 2.805598 3.584093
H -4.288327 4.119176 2.447433
C -1.342494 -4.401443 -4.817654
O -0.785615 -4.932818 -3.636386
C 0.573367 -4.574908 -3.407472
C 0.709113 -3.639311 -2.227391
N 0.146313 -2.333649 -2.525071
C 0.069082 -1.424185 -1.386498
C -0.810550 -1.823310 -0.209418
O -2.203978 -1.825115 -0.488223
C -2.718515 -2.998569 -1.078742
H -2.315472 -4.871184 -4.954128
H -1.482051 -3.316019 -4.763498
H -0.718152 -4.625588 -5.689229
H 1.003245 -4.119884 -4.305439
H 1.124037 -5.495377 -3.194793
H 1.772646 -3.519696 -1.997457
H 0.238791 -4.126452 -1.360848
H -0.778447 -2.453001 -2.917835
H -0.291670 -0.461565 -1.756740
H 1.083415 -1.255303 -1.009791
H -0.665639 -1.067381 0.566964
H -0.515846 -2.784485 0.229234
H -2.179930 -3.889576 -0.741484
H -2.688913 -2.962087 -2.172508
H -3.762834 -3.083511 -0.776294

Force components x, y, z for each atom (eV/Å):
N -0.21 -0.11 -0.15
Al 0.13 0.15 0.29
C 0.12 0.06 -0.20
C -0.14 -0.19 0.09
C 0.03 -0.05 0.04
Cl -0.01 0.01 -0.03
C 0.05 -0.09 -0.05
C -0.03 0.32 0.07
C -0.29 -0.19 -0.45
S 0.19 -0.01 0.28
C 0.11 0.08 -0.17
S -0.20 0.20 0.08
N 0.03 -0.08 0.20
C -0.13 0.05 -0.14
C 0.27 -0.06 0.01
O 0.01 0.13 0.11
C -0.11 0.11 0.03
C -0.16 -0.05 0.11
H 0.03 0.08 0.05
H 0.14 -0.06 0.00
H -0.11 -0.07 -0.08
H 0.04 0.00 0.14
H 0.00 0.02 -0.01
H 0.06 0.05 0.07
H 0.09 0.05 -0.10
H -0.03 0.01 0.02
H -0.03 0.08 -0.05
H -0.01 0.02 0.04
H -0.03 -0.05 0.00
H 0.04 -0.06 -0.08
H -0.03 -0.12 0.13
H 0.04 0.01 -0.01
H 0.05 0.14 0.02
H -0.03 0.00 0.08
H 0.19 -0.08 -0.06
H -0.06 -0.05 0.02
H -0.36 -0.05 -0.04
H -0.02 0.00 -0.09
H 0.17 -0.07 -0.04
H 0.11 -0.06 -0.06
H 0.05 -0.02 0.00
C -0.01 -0.04 0.01
O -0.03 0.04 -0.02
C 0.11 -0.05 0.03
C -0.05 0.06 0.00
N -0.14 -0.09 -0.03
C 0.10 0.06 -0.04
C 0.05 0.12 0.12
O 0.04 -0.07 -0.11
C -0.03 0.05 0.06
H -0.01 0.00 0.01
H 0.04 0.00 -0.02
H -0.01 0.00 -0.01
H -0.01 0.04 0.02
H -0.02 -0.02 -0.02
H 0.00 0.02 0.03
H 0.04 -0.04 0.00
H -0.01 -0.01 0.02
H 0.02 0.03 0.01
H -0.11 -0.03 -0.01
H -0.01 -0.03 0.01
H -0.01 -0.03 -0.07
H 0.01 -0.01 -0.02
H 0.05 -0.04 0.00
H 0.00 -0.01 0.01

Frontier orbital gap: 0.25082 Eh
Net charge: -1
E: -2559.5108 Ha
LUMO energy: 0.0811 Eh
Maximum force: 0.566 eV/A

# 2
Computed, not measured: a structure of composition C17H38B3ClO13P2 at a distorted geometry, with the ωB97M-V functional and the def2-TZVPD basis.

Atoms and positions in Å:
O 4.356859 0.850787 -4.744290
C 3.979895 0.928194 -3.620146
C 2.647233 1.567681 -3.207544
B 1.430532 0.547080 -3.189300
O 0.854075 0.021099 -2.007198
B 0.771870 -1.363604 -2.105277
Cl 1.067684 -2.413894 -0.669432
O 0.492494 -2.041390 -3.298830
B 1.173818 -1.339541 -4.301288
C 2.202032 -1.936600 -5.350720
C 3.541198 -2.355694 -4.545697
C 3.756232 -3.980170 -4.414218
O 3.343077 -2.937311 -3.283930
O 0.871702 0.047622 -4.377993
H 4.686541 0.536460 -2.841099
H 2.423502 2.349462 -3.962588
H 2.770599 1.993387 -2.191373
H 1.870105 -2.841346 -5.876827
H 2.570000 -1.127274 -6.004539
H 4.452649 -1.735343 -4.710480
H 4.144687 -4.590496 -3.575691
H 4.826229 -3.790548 -4.807707
O 1.223807 -4.148102 5.295039
P 1.729940 -2.793749 4.890651
O 3.238558 -3.164562 4.363090
C 3.377839 -3.785289 3.087030
C 3.068968 -2.826290 1.950266
O 2.109463 -2.215673 6.389980
C 1.529129 -2.795590 7.556585
C 2.413626 -3.885967 8.131633
O 1.889456 -1.227372 4.315109
C 0.670265 -0.478807 4.138284
C -0.066841 -0.238650 5.443577
H 2.733612 -4.668634 3.032801
H 4.411984 -4.122584 3.009485
H 2.012503 -2.550134 1.947051
H 3.302174 -3.282849 0.987036
H 3.644456 -1.905620 2.054819
H 0.526699 -3.169750 7.344225
H 1.413237 -1.995145 8.291993
H 2.789613 -4.557483 7.359399
H 1.875096 -4.472553 8.877167
H 3.292346 -3.445234 8.608229
H 0.027978 -1.003289 3.425420
H 0.948767 0.475949 3.691696
H -0.459348 -1.173082 5.854353
H -0.909176 0.437287 5.287233
H 0.599348 0.192436 6.190853
O -5.515373 3.042104 -2.971262
P -4.219463 3.161719 -2.222815
O -3.897891 1.587401 -1.893546
C -3.409875 0.756380 -2.944621
C -1.982651 1.102877 -3.332636
O -4.823133 3.619276 -0.756514
C -6.129653 4.183720 -0.656205
C -7.171704 3.119886 -0.366303
O -2.701707 3.611403 -1.666895
C -2.225636 4.908705 -2.075083
C -3.081958 6.043739 -1.542978
H -4.074025 0.828572 -3.811640
H -3.448870 -0.270636 -2.580100
H -1.931046 2.093644 -3.794601
H -1.591013 0.377125 -4.045441
H -1.338852 1.120706 -2.454147
H -6.377788 4.745968 -1.557438
H -6.107810 4.905278 0.164577
H -7.042167 2.238250 -0.994479
H -8.179460 3.511122 -0.511520
H -7.080666 2.775719 0.666487
H -2.175744 4.944955 -3.167180
H -1.208460 5.005388 -1.694111
H -4.075233 6.038167 -2.000272
H -2.618512 7.006994 -1.762749
H -3.217816 5.953713 -0.465362

Force components x, y, z for each atom (eV/Å):
O 0.07 -0.09 -1.48
C -0.11 0.10 1.30
C 0.11 0.15 0.44
B -1.27 0.29 -0.25
O 1.50 -0.76 -0.62
B -0.92 -1.07 0.82
Cl -0.39 0.88 -0.78
O 1.59 1.12 0.40
B -1.52 -0.03 -1.41
C 1.94 0.01 1.17
C -3.63 -1.99 0.81
C 1.75 1.07 -0.29
O 2.08 2.51 -1.79
O 1.96 -0.42 0.94
H -0.75 0.22 0.18
H 0.14 -0.36 0.44
H -0.08 -0.06 -0.57
H 0.04 0.52 0.11
H -0.61 -0.44 -0.14
H -0.65 -0.66 0.17
H -1.13 -1.21 -0.87
H 0.00 0.20 1.27
O -2.65 1.12 -2.56
P 6.70 0.07 4.68
O -0.73 0.25 -0.36
C 0.05 -0.02 -0.30
C -0.02 -0.02 0.09
O -0.76 0.32 -0.39
C 0.05 -0.27 0.21
C 0.31 0.02 0.07
O -2.69 -1.72 -1.25
C -0.27 0.39 0.07
C 0.02 -0.12 0.12
H 0.04 -0.01 0.03
H -0.02 0.02 0.18
H 0.03 -0.02 -0.05
H -0.01 -0.03 0.05
H 0.02 -0.05 0.00
H 0.08 -0.10 -0.08
H 0.09 0.10 -0.14
H -0.25 0.00 -0.07
H -0.01 0.02 0.01
H -0.06 0.01 0.03
H 0.00 0.11 -0.06
H 0.18 -0.12 -0.03
H -0.03 0.03 0.01
H 0.03 -0.03 -0.07
H 0.00 0.01 -0.06
O 2.23 1.87 -2.54
P -2.39 -3.90 6.81
O 0.36 0.59 -0.52
C 0.17 -0.10 -0.18
C -0.10 0.12 -0.05
O 0.41 0.65 -0.52
C -0.34 -0.10 0.02
C 0.02 -0.22 0.23
O -0.65 0.93 -3.23
C 0.17 0.42 0.11
C -0.16 -0.03 0.02
H -0.03 -0.03 0.04
H -0.11 0.08 0.11
H 0.02 -0.05 -0.07
H -0.06 0.02 0.00
H -0.08 -0.04 0.02
H 0.00 -0.14 -0.06
H 0.19 -0.07 0.02
H 0.01 0.18 -0.19
H 0.01 0.02 0.01
H -0.03 0.06 -0.01
H 0.11 0.04 0.02
H -0.04 -0.20 0.03
H 0.01 0.04 0.00
H 0.03 -0.06 -0.04
H 0.05 -0.02 -0.03

Frontier orbital gap: 0.29859 Eh
Net charge: 0
E: -2866.2469 Ha
LUMO energy: -0.0262 Eh
Maximum force: 8.205 eV/A